1.
CH3N4 | ωB97M-V/def2-TZVPD

## Properties
Net charge   +1
HOMO energy (alpha / beta)   -0.5676 / -0.5676 Eh
SMILES   N=C=NN=[NH2+]
Calculated total energy   -7031.6219 eV

Each line ends with the natural charge from an NBO analysis.
Element x y z (Å)
1 C -2.63476 -0.00194 -0.68110  0.509
2 N -0.82970 0.82898 0.79184  0.234
3 N -1.84458 0.76185 0.49313  0.014
4 N -3.43321 -0.75701 -0.99571  -0.505
5 N 0.41270 0.37535 -0.06066  -0.695
6 H -4.50960 -1.34728 -1.09047  0.574
7 H 0.25662 0.27369 -1.08227  0.425
8 H 1.16887 0.04182 0.55094  0.444

=====

2.
C4H13N2 | ωB97M-V/def2-TZVPD

## Properties
Net charge   +1
HOMO energy   -0.4789 Eh
SMILES   CN(C)CC[NH3+]
Calculated total energy   -7330.5960 eV

Each line ends with the natural charge from an NBO analysis.
Element x y z (Å)
1 N 0.05946 -1.96249 -0.32710  -0.691
2 C 1.29256 -1.21806 0.21565  -0.245
3 C 0.66138 0.01824 0.96483  -0.276
4 N -0.36053 0.47518 -0.07704  -0.520
5 C 0.23677 1.66132 -0.95034  -0.412
6 C -1.80553 0.83463 0.31027  -0.413
7 H -0.64500 -1.98645 0.41638  0.443
8 H 0.30846 -2.94506 -0.68906  0.447
9 H -0.34737 -1.47912 -1.14038  0.474
10 H 1.75661 -0.71706 -0.64273  0.226
11 H 2.15339 -1.81352 0.70338  0.263
12 H 1.44324 0.66963 1.26985  0.232
13 H 0.31115 -0.16357 2.04710  0.231
14 H 1.30809 1.48129 -0.95007  0.200
15 H -0.03271 2.65350 -0.48280  0.205
16 H -0.25052 1.61405 -1.91535  0.212
17 H -1.78005 1.87326 0.81378  0.198
18 H -2.02236 0.03823 1.07279  0.203
19 H -2.28704 0.96602 -0.63914  0.223

=====

3.
C25H27N3O3 | ωB97M-V/def2-TZVPD

## Properties
Net charge   0
HOMO energy   -0.3068 Eh
SMILES   CCN(Cc1ccccc1)C(=O)C(=O)c1cn(CC(=O)N2CCCC2)c2ccccc12
Calculated total energy   -36977.3571 eV

Each line ends with the natural charge from an NBO analysis.
Element x y z (Å)
1 C 3.80335 0.73815 0.96542  -0.618
2 H 4.35629 -0.07844 0.50788  0.215
3 H 3.10584 1.13797 0.23364  0.213
4 H 4.50277 1.52274 1.24214  0.214
5 C 3.04824 0.26600 2.20420  -0.218
6 N 2.04307 -0.73859 1.90294  -0.408
7 C 0.77938 -0.32970 1.69764  0.599
8 O 0.43804 0.84409 1.78925  -0.647
9 C -0.29133 -1.38211 1.38695  0.492
10 O -0.43578 -2.37725 2.07796  -0.552
11 C -1.16010 -1.00280 0.30042  -0.276
12 C -0.97641 0.06197 -0.56183  0.090
13 N -2.04266 0.20523 -1.37512  -0.337
14 C -2.95916 -0.78180 -1.08655  0.117
15 C -4.19970 -1.04904 -1.64889  -0.238
16 C -4.90777 -2.12128 -1.14545  -0.211
17 C -4.39972 -2.90792 -0.11002  -0.223
18 C -3.16854 -2.64762 0.45295  -0.204
19 C -2.43540 -1.57361 -0.04035  0.010
20 H -2.76963 -3.25051 1.25272  0.238
21 H -4.98810 -3.73768 0.25212  0.214
22 H -5.87560 -2.35842 -1.56147  0.214
23 H -4.59733 -0.44832 -2.45325  0.214
24 C -2.22205 1.27709 -2.31983  -0.296
25 H -1.93502 0.95582 -3.32837  0.233
26 H -3.27602 1.57112 -2.33306  0.222
27 C -1.33987 2.48213 -1.95836  0.666
28 O -0.45993 2.85999 -2.71000  -0.618
29 N -1.58779 3.06779 -0.78013  -0.427
30 C -2.59979 2.72079 0.20286  -0.220
31 C -2.45749 3.80413 1.27050  -0.402
32 H -3.03327 4.68969 0.99669  0.200
33 C -0.96256 4.10707 1.21756  -0.419
34 C -0.69956 4.10877 -0.28199  -0.211
35 H -0.96334 5.06927 -0.73908  0.193
36 H 0.33030 3.87219 -0.55310  0.225
37 H -0.40681 3.29579 1.68888  0.233
38 H -0.69959 5.05074 1.68891  0.217
39 H -2.78653 3.45641 2.24665  0.223
40 H -2.38749 1.74351 0.64775  0.209
41 H -3.59578 2.69850 -0.24785  0.200
42 H -0.13736 0.72727 -0.63367  0.241
43 C 2.50061 -2.10330 1.73720  -0.250
44 C 3.07970 -2.37169 0.36860  -0.052
45 C 2.37391 -2.02156 -0.77596  -0.161
46 C 2.90246 -2.26714 -2.02995  -0.214
47 C 4.14099 -2.87383 -2.15573  -0.216
48 C 4.84669 -3.23437 -1.02113  -0.203
49 C 4.31973 -2.98168 0.23366  -0.211
50 H 4.87718 -3.26151 1.11663  0.208
51 H 5.81232 -3.70965 -1.11183  0.214
52 H 4.55385 -3.06542 -3.13484  0.215
53 H 2.34549 -1.98541 -2.91123  0.215
54 H 1.40555 -1.55183 -0.68267  0.198
55 H 3.25861 -2.29932 2.50184  0.205
56 H 1.66377 -2.78189 1.91718  0.260
57 H 3.74501 -0.15289 2.93534  0.192
58 H 2.52433 1.11235 2.65522  0.233

=====

4.
C5H33NO11 | ωB97M-V/def2-TZVPD

## Properties
Net charge   0
HOMO energy   -0.3542 Eh
SMILES   C=C(C)CCN.O.O.O.O.O.O.O.O.O.O.O
Calculated total energy   -29735.4277 eV

Each line ends with the natural charge from an NBO analysis.
Element x y z (Å)
1 C 0.70204 -3.65494 0.64575  -0.204
2 C 1.40509 -2.36559 1.06590  -0.452
3 C 1.48780 -1.35398 -0.04473  0.026
4 C 0.70427 -0.28273 -0.04945  -0.428
5 C 2.50272 -1.59523 -1.12675  -0.654
6 N -0.73555 -3.45428 0.43161  -0.869
7 H 1.18546 -4.09545 -0.23350  0.164
8 H 0.82132 -4.40663 1.42987  0.193
9 H 0.85670 -1.93539 1.90388  0.217
10 H 2.40625 -2.63834 1.40225  0.213
11 H 0.71522 0.45066 -0.83053  0.208
12 H -0.00842 -0.09167 0.73393  0.194
13 H 3.48514 -1.22298 -0.82866  0.218
14 H 2.25056 -1.10072 -2.06476  0.217
15 H 2.63013 -2.66169 -1.32874  0.212
16 H -0.90663 -2.66782 -0.19047  0.376
17 H -1.10966 -4.28647 0.01422  0.368
18 H -0.51015 1.91087 -3.03229  0.502
19 H -1.17171 0.55770 -3.38798  0.496
20 O -1.34374 1.50722 -3.34320  -0.995
21 H 3.06289 1.03677 1.69272  0.503
22 H 4.34896 0.41806 1.05127  0.474
23 O 3.81060 1.21486 1.08404  -0.989
24 H 0.67227 0.79152 2.84545  0.526
25 H 1.70763 1.66235 3.60797  0.488
26 O 1.52224 1.28224 2.74497  -1.012
27 H -1.31585 3.08425 1.33707  0.476
28 H -0.25458 3.16305 0.22563  0.502
29 O -1.21372 3.15156 0.38650  -0.969
30 H 1.95265 2.28469 -2.53388  0.479
31 H 1.10166 2.58068 -1.29270  0.495
32 O 1.05743 2.48184 -2.24725  -0.972
33 H -2.32944 2.13574 -0.58482  0.509
34 H -2.43567 1.62304 -2.02980  0.508
35 O -2.89805 1.58534 -1.16531  -1.001
36 H -0.44730 -1.54271 -2.87232  0.468
37 H -1.85957 -1.22252 -2.35942  0.502
38 O -1.32438 -1.27792 -3.17686  -0.974
39 H -1.58166 0.70702 3.68818  0.486
40 H -1.30741 -0.47065 2.68818  0.520
41 O -0.86960 0.22174 3.25791  -1.013
42 H -2.53865 -1.22842 0.94536  0.506
43 H -1.89942 -2.36870 1.74888  0.503
44 O -2.37586 -1.52619 1.86658  -1.005
45 H 1.41237 2.40410 1.27552  0.512
46 H 2.44185 2.82231 0.24143  0.506
47 O 1.52817 3.01457 0.50954  -1.007
48 H -2.81754 0.05006 -0.93857  0.514
49 H -3.70058 -1.22685 -0.98987  0.485
50 O -2.77826 -0.96306 -0.84382  -1.026